Computed, not measured: C38H45BaN4O3SSb2 as an isolated structure, with ωB97M-V/def2-TZVPD.

```
94
Properties=species:S:1:pos:R:3:forces:R:3:mulliken_charge:R:1
Ba 0.03233 -0.40602 1.06602 -0.1768 -0.6688 -0.2049 0.97
C 1.59942 1.19204 -1.20774 0.0445 0.0614 -0.0523 0.20
C 1.66302 1.88240 0.16217 0.0658 0.0162 -0.0658 -0.88
C 0.36331 2.57711 0.66446 0.0267 0.0403 -0.0441 -1.76
Sb -1.78907 2.30884 0.07485 -0.0977 0.2920 -0.1035 1.25
C -1.77956 0.74562 -1.42571 0.0038 -0.0035 -0.0733 -0.67
C -2.07792 -0.58742 -1.11129 0.0049 0.0385 0.0907 -0.41
C -2.00999 -1.59055 -2.06821 0.0947 -0.0393 -0.0525 -0.81
C -1.64958 -1.27967 -3.37041 0.0128 0.0097 -0.0011 -0.57
C -1.41937 0.04347 -3.71777 -0.0093 -0.0171 0.0221 -0.55
C -1.49203 1.04526 -2.75845 0.0428 -0.0168 0.0192 -0.34
C -1.79886 3.95772 -1.25926 0.0199 -0.0289 -0.0153 0.15
C -0.66910 4.37143 -1.96265 0.0113 -0.0144 -0.0113 0.34
C -0.74547 5.44275 -2.84043 -0.0104 0.0079 -0.0007 -0.74
C -1.95093 6.10814 -3.02166 0.0103 -0.0082 0.0074 -0.50
C -3.07854 5.70273 -2.32424 0.0033 -0.0032 0.0061 -0.61
C -3.00230 4.63191 -1.44306 -0.0233 0.0012 -0.0054 -0.74
Sb 2.39879 -0.86806 -1.36935 0.0872 0.1399 0.0163 0.77
C 2.30221 -0.88412 -3.48947 -0.0247 0.0302 0.0373 0.54
C 1.85047 -2.01924 -4.15271 -0.0559 -0.0023 0.0015 -0.55
C 1.71320 -2.00575 -5.53542 0.0055 0.0028 -0.0429 -0.51
C 2.02792 -0.86744 -6.26123 0.0123 -0.0014 0.0113 -0.51
C 2.48924 0.26636 -5.60381 -0.0055 -0.0075 0.0126 -0.80
C 2.62403 0.25869 -4.22325 0.0169 -0.0007 -0.0033 -0.35
C 4.43260 -0.33881 -1.02937 0.0029 0.0074 -0.0004 0.63
C 4.81912 -0.10220 0.28832 0.0239 -0.0057 -0.0140 -0.53
C 6.11724 0.28504 0.59090 -0.0194 -0.0149 0.0052 -0.73
C 7.04942 0.41815 -0.42768 0.0035 -0.0003 -0.0258 -0.47
C 6.68131 0.15824 -1.74046 0.0210 0.0039 0.0224 -0.66
C 5.37921 -0.21719 -2.04190 -0.0340 -0.0149 -0.0153 -0.35
H 2.10249 1.80018 -1.95570 0.0150 0.0142 -0.0083 0.50
H 0.57202 1.09003 -1.55524 0.0366 0.0826 0.0147 -0.31
H 2.45909 2.62731 0.13540 -0.0359 0.0476 0.0531 0.49
H 2.06121 1.20642 0.94725 -0.0326 0.0062 -0.0134 0.38
H 0.41518 3.63210 0.39415 0.0082 -0.0021 -0.0086 0.61
H 0.32702 2.57530 1.75875 -0.0099 -0.0152 0.0139 0.37
H -2.39401 -0.88740 -0.10828 -0.1840 0.1256 -0.0465 1.35
H -2.20702 -2.61662 -1.80193 0.0077 -0.0646 0.0107 0.49
H -1.54236 -2.07525 -4.09421 -0.0025 -0.0029 -0.0058 0.41
H -1.15469 0.29858 -4.73624 -0.0002 -0.0040 0.0023 0.41
H -1.28776 2.06629 -3.05360 0.0039 0.0191 0.0074 0.38
H 0.27707 3.85454 -1.84368 -0.0047 0.0006 -0.0042 0.15
H 0.13542 5.75651 -3.38515 -0.0004 0.0001 -0.0006 0.42
H -2.00921 6.94397 -3.70597 0.0002 0.0002 -0.0005 0.39
H -4.01817 6.22113 -2.46146 -0.0006 0.0003 0.0010 0.40
H -3.89055 4.32952 -0.89976 -0.0006 0.0012 -0.0025 0.36
H 1.58294 -2.90550 -3.59959 -0.0048 -0.0595 0.0374 0.21
H 1.35975 -2.89563 -6.04040 -0.0009 0.0027 0.0007 0.47
H 1.92471 -0.86315 -7.33869 -0.0048 0.0015 -0.0003 0.40
H 2.74904 1.15488 -6.16500 0.0009 0.0004 -0.0014 0.43
H 2.99471 1.15095 -3.73411 0.0276 0.0050 0.0216 0.44
H 4.11047 -0.24497 1.10073 0.0063 0.0102 0.0052 0.27
H 6.40569 0.46392 1.61881 0.0010 0.0016 0.0004 0.39
H 8.06609 0.70775 -0.19716 -0.0009 0.0015 -0.0001 0.39
H 7.41261 0.24161 -2.53392 -0.0011 0.0006 0.0005 0.41
H 5.11099 -0.42915 -3.06933 -0.0275 0.0189 -0.0215 0.42
N -2.42655 -3.58765 3.49824 -0.0379 0.0563 0.0165 -0.42
C -1.73014 -3.67586 2.31177 0.0376 -0.0638 -0.0635 0.55
C -0.38505 -3.30750 2.22746 0.0477 0.0676 0.1528 -0.85
C 0.34671 -3.54014 1.05389 0.0799 -0.0152 0.1169 -0.81
C -0.25217 -4.10763 -0.04924 -0.0105 -0.0427 -0.0371 0.49
C -1.60269 -4.46211 0.02972 -0.0068 0.0274 -0.0134 -1.15
C -2.33697 -4.23392 1.17347 0.0513 0.0103 0.0260 -0.72
S 0.66632 -4.53591 -1.53238 -0.1779 -0.0062 -0.1080 1.57
O 0.78724 -5.96848 -1.46255 0.0545 0.0327 0.0481 -0.75
O 1.91957 -3.79071 -1.42112 0.0623 0.0020 0.1035 -0.69
O -0.19470 -4.03961 -2.59882 -0.0366 0.0691 -0.0295 -0.65
H -3.41924 -3.74093 3.47667 -0.0047 0.0016 0.0072 0.26
H -2.10187 -2.95599 4.20869 0.0053 -0.0137 0.0030 0.15
H 0.12277 -2.96874 3.12935 0.0084 -0.0071 -0.0019 0.56
H 1.41371 -3.33327 1.00800 -0.0002 0.0079 0.0048 0.87
H -2.06162 -4.94528 -0.82460 -0.0073 0.0277 -0.0095 0.56
H -3.37537 -4.54097 1.22252 -0.0046 -0.0015 -0.0023 0.37
C -4.18531 0.18893 4.76759 0.0023 -0.0261 -0.0005 -1.23
N -2.98861 -0.20931 4.01906 0.0333 0.0650 -0.0277 0.40
C -3.28181 -0.47935 2.62263 0.0273 0.0092 -0.0364 -0.74
C -1.76812 0.31647 4.34238 -0.0512 -0.0256 -0.0727 0.29
N -0.89977 0.60021 3.39970 0.0741 -0.0811 0.1526 -0.07
N -1.53263 0.52309 5.67330 0.0176 0.0063 0.0403 0.10
C -0.38403 1.31672 6.07108 -0.0043 0.0113 0.0044 -1.25
C -1.93540 -0.47010 6.66882 -0.0077 0.0389 0.0088 -1.16
H -4.80981 0.82721 4.13868 -0.0010 -0.0041 -0.0017 0.39
H -3.92080 0.75155 5.65522 0.0250 -0.0048 0.0167 0.46
H -4.76546 -0.68785 5.05704 -0.0085 0.0060 0.0059 0.33
H -4.21353 -1.03963 2.57245 -0.0083 -0.0066 -0.0247 0.51
H -2.52213 -1.10935 2.15824 0.0274 -0.0792 0.1774 -0.37
H -3.39100 0.44357 2.04601 -0.0125 0.0103 0.0017 0.35
H -0.04224 0.92083 3.84507 -0.0119 -0.0554 -0.0069 0.03
H -0.33474 2.23858 5.49308 -0.0008 -0.0092 -0.0131 0.42
H 0.56105 0.76805 5.97403 0.0040 0.0002 0.0046 0.40
H -0.50407 1.59066 7.11717 0.0042 -0.0040 0.0027 0.32
H -2.60628 -1.20412 6.23560 -0.0237 0.0017 -0.0237 0.35
H -2.43628 0.00902 7.51039 -0.0022 -0.0055 0.0024 0.33
H -1.05184 -0.99320 7.04448 0.0032 0.0052 0.0010 0.41
```
Positions in Å, forces in eV/Å.

Summary:
Charge ... +1
HOMO ... -10.4 eV
Multiplicity ... 1
Electronic energy ... -76836.9085 eV
Energy above the lowest of the compared OMol25 structures with the same formula, charge and spin ... 20.2 kcal per mole
Kohn-Sham gap ... 0.27063 Ha